No. 1
The following is a DFT calculation (ωB97M-V/def2-TZVPD) of 14 unconnected molecules or ions with the total composition C84H78F6O16 in a non-equilibrium geometry.

```
184
Properties=species:S:1:pos:R:3:mulliken_charge:R:1
F -7.4929 -1.9478 4.9112 -0.37
C -6.4986 -1.1936 4.4058 0.20
C -6.6936 -0.4377 3.2629 -0.78
C -5.6415 0.3444 2.7759 -0.50
C -4.4533 0.3712 3.4766 0.99
C -4.2520 -0.3239 4.6647 -0.39
C -5.3203 -1.0801 5.1434 -0.68
H -7.6741 -0.4639 2.8045 0.43
H -5.8736 0.8230 1.8339 0.29
H -3.6999 1.0868 3.1726 -0.08
H -3.3566 -0.2494 5.2642 0.38
H -5.2349 -1.5588 6.1113 0.46
F -5.4781 1.0430 -6.8524 -0.34
C -5.1638 0.0293 -6.0268 0.23
C -3.9845 0.1086 -5.3071 -0.60
C -3.6141 -0.9712 -4.5214 0.32
C -4.4730 -2.0578 -4.4014 -0.89
C -5.6206 -2.1586 -5.1741 -0.65
C -5.9977 -1.0766 -5.9691 -0.57
H -3.4223 1.0250 -5.4180 0.60
H -2.7005 -0.8940 -3.9474 0.64
H -4.2492 -2.8902 -3.7450 0.37
H -6.1848 -3.0798 -5.1836 0.40
H -6.9475 -1.0800 -6.4870 0.43
F 2.3428 -1.2034 2.7949 -0.18
C 2.0206 -2.3239 2.0986 0.14
C 1.7621 -3.4507 2.8386 -1.19
C 1.5043 -4.6239 2.1241 -0.33
C 1.6656 -4.6627 0.7401 -1.19
C 1.9220 -3.4796 0.0425 -0.54
C 2.1085 -2.2860 0.7232 0.73
H 1.7219 -3.3901 3.9165 0.49
H 1.2283 -5.5606 2.5910 0.41
H 1.4229 -5.5886 0.2366 0.43
H 1.8348 -3.5445 -1.0365 0.17
H 2.2779 -1.3605 0.1912 0.91
F -2.5348 4.2108 7.2864 -0.36
C -2.1138 4.2480 6.0051 0.23
C -2.5111 3.2631 5.1307 0.05
C -2.1180 3.3092 3.7899 0.06
C -1.2410 4.3356 3.4126 -0.67
C -0.8100 5.2998 4.2951 -0.48
C -1.2463 5.2389 5.6238 -0.58
H -3.1832 2.4864 5.4761 0.45
H -2.4689 2.6404 3.0219 -0.04
H -0.9366 4.4742 2.3810 0.39
H -0.2457 6.1666 3.9817 0.46
H -0.9721 6.0312 6.3091 0.47
F -3.7991 1.0150 -2.4011 0.21
C -4.3207 2.1344 -1.8786 0.42
C -4.5872 2.1145 -0.5178 -0.26
C -5.0168 3.2604 0.1273 -0.31
C -5.2170 4.4398 -0.5899 -1.02
C -4.9205 4.4640 -1.9293 -0.33
C -4.5325 3.2893 -2.5987 -0.65
H -4.4505 1.2070 0.0576 0.33
H -5.2005 3.2700 1.1938 0.44
H -5.6135 5.3163 -0.0945 0.40
H -5.0663 5.3398 -2.5469 0.44
H -4.2692 3.4064 -3.6420 0.47
F -1.3507 4.6566 -2.1340 -0.39
C -1.0693 4.0575 -3.2853 -0.27
C -1.3235 2.6983 -3.4209 0.43
C -1.0148 2.0454 -4.6083 -0.72
C -0.4741 2.7352 -5.6744 -1.15
C -0.2429 4.0975 -5.5503 -0.78
C -0.5816 4.7676 -4.3889 -0.57
H -1.7592 2.1877 -2.5733 1.06
H -1.1352 0.9734 -4.6695 1.03
H -0.2664 2.1924 -6.5876 0.49
H 0.0758 4.6563 -6.4211 0.42
H -0.5662 5.8496 -4.3356 0.45
C 3.2847 -2.7257 -6.2307 -0.89
C 2.7515 -1.4649 -6.0209 -0.40
C 2.3541 -1.0823 -4.7336 0.13
C 2.4349 -1.9881 -3.6854 0.74
C 2.9856 -3.2441 -3.8969 -0.43
C 3.4350 -3.5982 -5.1592 0.31
O 3.8713 -4.8756 -5.3812 -0.67
O 1.8689 0.1815 -4.4792 -0.20
H 3.5915 -3.0610 -7.2127 0.44
H 2.6307 -0.7780 -6.8484 0.49
H 2.0537 -1.7402 -2.7025 -0.17
H 2.8998 -4.0016 -3.1261 0.21
H 3.8501 -5.4053 -4.5800 0.40
H 2.4162 0.8723 -4.8934 -0.15
C -0.8033 0.4525 0.7564 -0.40
C -1.0094 0.0191 -0.5464 -1.56
C 0.0106 0.2112 -1.4699 1.15
C 1.1665 0.8410 -1.0645 0.60
C 1.3829 1.2985 0.2268 -0.38
C 0.3387 1.1370 1.1454 0.40
O 0.3699 1.7514 2.3624 0.61
O -0.0972 -0.2755 -2.7529 0.99
H -1.6727 0.5789 1.3938 0.00
H -1.9770 -0.3974 -0.7965 1.00
H 2.0494 0.9375 -1.6916 -0.34
H 2.2413 1.9374 0.3910 0.14
H 1.0749 2.4219 2.3973 -0.66
H 0.6133 0.0680 -3.3362 -1.10
C -0.0574 -5.9299 -2.8413 -0.78
C -0.6811 -4.8504 -2.2286 0.01
C -0.8112 -3.6529 -2.9084 -0.31
C -0.4733 -3.5379 -4.2618 -0.20
C 0.0894 -4.6449 -4.8891 -0.52
C 0.2775 -5.8264 -4.1750 0.54
O 0.9859 -6.8391 -4.7757 -0.61
O -1.3589 -2.5540 -2.2920 1.76
H 0.1270 -6.7885 -2.2107 0.47
H -0.9392 -4.8062 -1.1762 0.48
H -0.5604 -2.6108 -4.8102 0.50
H 0.3806 -4.5180 -5.9247 0.23
H 1.1355 -6.6885 -5.7107 0.35
H -0.9646 -1.6604 -2.4101 -1.53
C 2.9540 3.1910 -3.7087 -0.03
C 2.9173 3.8404 -2.4847 -0.45
C 3.9860 3.6636 -1.6117 0.34
C 5.1006 2.9308 -1.9526 -0.66
C 5.1144 2.2332 -3.1650 -0.72
C 4.0410 2.3681 -4.0236 0.47
O 4.0105 1.7439 -5.2508 -0.63
O 3.9014 4.2949 -0.3740 -0.55
H 2.0847 3.3075 -4.3451 0.37
H 2.0865 4.4460 -2.1504 0.50
H 5.7993 2.7206 -1.1505 0.38
H 5.9700 1.5915 -3.3321 0.36
H 4.8425 1.3136 -5.4740 0.33
H 4.3856 3.7605 0.2677 0.29
C 7.1237 -1.9973 -0.8263 -0.58
C 6.7144 -1.5214 0.4072 -1.09
C 5.5667 -0.7413 0.4707 0.48
C 4.8602 -0.3473 -0.6484 -0.21
C 5.2531 -0.8938 -1.8687 -0.42
C 6.3708 -1.7030 -1.9643 -0.13
O 6.8301 -2.0928 -3.1961 -0.54
O 5.1426 -0.3249 1.7192 -0.24
H 8.1104 -2.4329 -0.9327 0.40
H 7.3351 -1.7724 1.2569 0.41
H 4.1021 0.4225 -0.6328 0.38
H 4.7049 -0.6748 -2.7772 0.94
H 7.3714 -2.8832 -3.1469 0.31
H 5.6639 -0.7045 2.4281 0.23
C 2.9504 2.2513 4.1301 -0.43
C 3.4822 2.0418 5.3725 -0.53
C 3.8963 3.1038 6.1846 0.16
C 3.7700 4.4060 5.7104 -0.93
C 3.2580 4.6122 4.4258 -0.41
C 2.8390 3.5540 3.6408 0.11
O 2.2288 3.7825 2.4244 -0.49
O 4.4880 2.7943 7.3818 -0.54
H 2.7458 1.3806 3.5166 0.88
H 3.5630 1.0516 5.8036 0.50
H 4.1501 5.2432 6.2812 0.44
H 3.1858 5.6056 3.9969 0.42
H 2.6180 4.5355 1.9652 0.32
H 5.3579 3.1993 7.4441 0.33
C -0.4251 -1.7994 5.5951 0.06
C -0.0136 -1.9376 6.9216 -0.76
C 0.5161 -0.8435 7.5923 0.65
C 0.3921 0.4091 6.9866 -0.91
C -0.0442 0.5661 5.6786 -0.20
C -0.4052 -0.5597 4.9674 -0.48
O -0.7182 -0.5423 3.6284 1.66
O 1.1535 -0.9762 8.7965 -0.59
H -0.8685 -2.6994 5.1853 0.38
H -0.0357 -2.9004 7.4159 0.44
H 0.6975 1.2884 7.5484 0.30
H -0.1135 1.5602 5.2554 0.67
H -0.3110 0.2621 3.2560 -1.31
H 1.5441 -0.1173 8.9940 0.29
C -4.4091 -3.9411 1.2080 -0.89
C -4.1461 -4.1014 2.5736 -0.73
C -2.9225 -3.7229 3.1050 0.84
C -1.9405 -3.2201 2.2857 -0.64
C -2.1772 -3.0531 0.9215 0.63
C -3.4228 -3.3954 0.3994 -0.66
O -3.6920 -3.0507 -0.8977 -0.62
O -2.5836 -4.1363 4.3785 -0.58
H -5.4061 -4.0991 0.8205 0.49
H -4.9155 -4.5524 3.1890 0.33
H -1.0131 -2.8779 2.7279 0.05
H -1.4002 -2.6008 0.3233 1.11
H -2.8469 -2.9930 -1.3871 -0.14
H -3.3357 -4.2007 4.9709 0.29
```

## Properties
**Highest occupied orbital energy**: -7.4 eV
**HOMO-LUMO gap**: 0.2798 hartree

---

No. 2
The following is a DFT calculation (ωB97M-V/def2-TZVPD) of a molecular structure, C84H79AsBrF4N5OPRb.

```
177
Properties=species:S:1:pos:R:3:mulliken_charge:R:1
Rb -0.1017 -0.6983 -0.1720 2.07
C 1.2488 -3.0841 6.1409 -1.16
C 0.1548 -2.1800 5.5556 -1.26
C -0.1894 -2.5138 4.1407 1.35
C -1.2355 -3.2336 3.6769 0.98
C -2.3201 -3.9057 4.4536 -1.58
C -2.0587 -5.3997 4.6877 -1.19
C -1.1063 -3.2409 2.2131 -0.22
N -0.0207 -2.5343 1.8399 -0.22
C 0.5755 -2.0915 2.9546 0.14
C 1.7715 -1.3546 2.9852 -0.82
C 2.5857 -0.9782 1.9114 0.11
C 3.8657 -0.2517 2.0411 1.01
C 4.4050 0.1934 3.3708 -1.04
C 5.2055 -0.9057 4.0800 -1.49
C 4.3514 -0.1183 0.7792 0.63
C 3.3522 -0.7552 -0.1110 -0.82
C 3.4442 -0.8336 -1.5080 -0.31
C 2.5346 -1.4310 -2.4143 0.00
N 1.3542 -1.9773 -2.0684 -0.46
C 0.8082 -2.5144 -3.1855 -0.55
C -0.3537 -3.2999 -3.2013 -1.00
C -1.1453 -3.7103 -2.1121 0.44
N -1.0355 -3.2437 -0.8447 0.22
C -1.8549 -3.9897 -0.0769 -0.06
C -1.9509 -3.9102 1.3296 -0.56
C -2.5958 -4.9432 -0.8990 0.75
C -2.1670 -4.7544 -2.1806 0.50
C -2.5676 -5.5123 -3.4114 -0.28
C -1.5460 -6.5825 -3.8248 -1.45
C -3.5699 -5.9612 -0.3850 -0.90
C -2.8998 -7.2560 0.0918 -1.48
C 1.6693 -2.2533 -4.3375 0.95
C 2.7529 -1.5793 -3.8570 1.56
C 3.9452 -1.0884 -4.6174 0.38
C 5.1623 -2.0135 -4.4938 -1.45
C 1.3984 -2.6916 -5.7425 -0.56
C 1.8543 -4.1283 -6.0280 -1.17
N 2.3282 -1.2444 0.6184 -0.69
C 5.6145 0.4965 0.2462 0.54
C 6.4178 1.3968 1.1817 -1.88
H 1.5336 -2.7703 7.1505 0.38
H 2.1412 -3.0622 5.5101 0.18
H 0.9079 -4.1225 6.1879 0.24
H 0.4770 -1.1365 5.6078 0.31
H -0.7440 -2.2494 6.1734 0.46
H -3.2690 -3.7847 3.9216 0.08
H -2.4464 -3.4012 5.4143 0.52
H -2.0057 -5.9344 3.7355 0.14
H -2.8459 -5.8580 5.2964 0.42
H -1.1014 -5.5441 5.1953 0.25
H 2.1099 -1.0507 3.9697 0.32
H 3.5656 0.4936 4.0017 0.27
H 5.0220 1.0813 3.2626 0.60
H 4.6115 -1.8205 4.1577 0.30
H 5.5019 -0.6009 5.0892 0.38
H 6.1110 -1.1507 3.5145 0.30
H 4.3451 -0.4138 -1.9505 0.22
H -0.6386 -3.7073 -4.1703 0.35
H -2.7500 -4.4912 1.7848 0.39
H -2.7168 -4.8125 -4.2426 -0.41
H -3.5367 -5.9924 -3.2415 0.43
H -0.5530 -6.1403 -3.9380 0.12
H -1.8227 -7.0616 -4.7708 0.44
H -1.4705 -7.3578 -3.0570 0.33
H -4.3014 -6.1966 -1.1628 0.64
H -4.1359 -5.5340 0.4489 -0.08
H -2.4027 -7.7578 -0.7429 0.23
H -3.6219 -7.9529 0.5326 0.45
H -2.1370 -7.0275 0.8400 0.21
H 4.2175 -0.0926 -4.2511 -1.45
H 3.6857 -0.9589 -5.6723 0.55
H 5.4533 -2.1212 -3.4464 0.28
H 6.0209 -1.6285 -5.0553 0.43
H 4.9269 -3.0128 -4.8705 0.30
H 1.8916 -2.0086 -6.4405 0.47
H 0.3239 -2.6166 -5.9467 -0.54
H 2.9388 -4.2118 -5.9254 0.25
H 1.5770 -4.4502 -7.0378 0.42
H 1.4040 -4.8180 -5.3104 0.12
H 5.3423 1.0853 -0.6298 -0.35
H 6.2665 -0.3017 -0.1273 0.38
H 5.8144 2.2416 1.5260 0.26
H 7.2870 1.7998 0.6552 0.49
H 6.7811 0.8594 2.0607 0.41
F -5.4737 4.5640 -4.0002 -0.33
C -5.0393 3.4341 -3.4428 0.48
C -5.8809 2.3664 -3.3181 0.21
F -7.1369 2.4595 -3.7630 -0.33
C -5.4198 1.1954 -2.7370 0.35
F -6.3135 0.2064 -2.6541 -0.44
C -4.1258 1.0528 -2.2705 -0.01
P -3.4251 -0.5650 -1.6261 1.77
C -3.7282 -1.5244 -3.1778 0.49
C -4.8282 -2.3218 -3.4765 -0.12
C -4.9234 -2.9570 -4.7094 -0.70
C -3.9252 -2.7947 -5.6644 -1.03
C -2.8136 -2.0187 -5.3688 0.08
C -2.7131 -1.4051 -4.1264 -0.29
C -4.7698 -1.0860 -0.4935 0.06
C -4.9827 -2.4399 -0.2479 -0.27
C -5.9526 -2.8428 0.6642 -0.93
C -6.7136 -1.8979 1.3412 -0.77
C -6.4894 -0.5460 1.1157 -0.78
C -5.5187 -0.1452 0.2111 -0.48
C -3.3027 2.1634 -2.3887 -0.52
Br -1.5389 2.1944 -1.7497 0.31
C -3.7509 3.3390 -2.9745 0.19
F -2.9658 4.4113 -3.0963 -0.33
H -5.6168 -2.4559 -2.7450 0.45
H -5.7834 -3.5809 -4.9233 0.43
H -4.0025 -3.2937 -6.6235 0.33
H -2.0078 -1.9147 -6.0878 0.31
H -1.8174 -0.8465 -3.8740 -0.23
H -4.3751 -3.1831 -0.7549 0.21
H -6.1001 -3.9003 0.8533 0.38
H -7.4606 -2.2129 2.0599 0.36
H -7.0412 0.2001 1.6738 0.38
H -5.3232 0.9132 0.0808 0.37
N 0.8189 2.1799 2.1558 0.42
C 0.4880 2.8485 3.2932 0.56
C 1.3575 3.8070 3.8645 -0.80
C 0.9946 4.5664 4.9641 -0.41
C -0.2607 4.4024 5.5393 -0.93
C -1.1072 3.4274 5.0132 -0.52
C -0.7748 2.6064 3.9372 0.64
C -1.6941 1.4903 3.5094 1.15
C -2.6908 1.0343 4.3923 -1.39
C -3.5219 -0.0309 4.0451 -1.72
C -3.3627 -0.6652 2.8147 0.22
C -2.3604 -0.2095 1.9596 2.27
C -1.4993 0.8458 2.2623 0.19
H 1.7960 2.1018 1.9129 -0.50
H 0.0368 1.4316 1.9316 -0.84
H 2.3258 3.9520 3.3921 0.41
H 1.6863 5.3024 5.3609 0.38
H -0.5743 5.0098 6.3807 0.33
H -2.0797 3.2959 5.4730 0.32
H -2.8099 1.4699 5.3828 0.10
H -4.2709 -0.3833 4.7503 0.28
H -3.9863 -1.5189 2.5534 0.76
H -2.2030 -0.7323 1.0125 -2.02
O 2.7464 2.2937 -0.7652 0.50
As 3.0967 3.1438 -2.1277 1.12
C 2.3317 4.9145 -2.0092 -0.06
C 2.7108 5.9833 -2.8139 -0.18
C 2.0682 7.2069 -2.6815 -0.67
C 1.0493 7.3575 -1.7451 -0.44
C 0.6804 6.2921 -0.9331 -0.88
C 1.3250 5.0664 -1.0581 -0.41
C 2.3947 2.3833 -3.7441 -0.51
C 2.7388 2.8783 -5.0026 -0.04
C 2.1106 2.3690 -6.1277 -0.88
C 1.1301 1.3861 -5.9893 -1.02
C 0.7812 0.9125 -4.7345 -0.42
C 1.4206 1.4070 -3.6043 0.29
C 4.9786 3.4131 -2.4292 0.04
C 5.6411 4.3329 -1.6171 -0.59
C 7.0203 4.4702 -1.7137 -0.74
C 7.7350 3.6932 -2.6187 -0.48
C 7.0739 2.7764 -3.4245 -0.71
C 5.6951 2.6357 -3.3289 0.23
H 3.5107 5.8696 -3.5377 0.32
H 2.3604 8.0418 -3.3071 0.39
H 0.5488 8.3131 -1.6437 0.38
H -0.1045 6.4114 -0.1958 0.49
H 1.0689 4.2313 -0.4141 0.52
H 3.5052 3.6390 -5.1061 0.42
H 2.3843 2.7305 -7.1116 0.38
H 0.6394 0.9886 -6.8700 0.44
H 0.0327 0.1380 -4.6271 0.49
H 1.1643 1.0608 -2.6169 0.59
H 5.0872 4.9257 -0.9013 0.49
H 7.5377 5.1763 -1.0744 0.40
H 8.8121 3.7934 -2.6864 0.35
H 7.6297 2.1593 -4.1196 0.44
H 5.1826 1.9105 -3.9516 -0.28
```

## Properties
**Highest occupied orbital energy**: -1.2 eV
**Net charge**: -2
**HOMO-LUMO gap**: 0.1648 hartree